#P
Here is C9H24BrN3O3 as an isolated structure from the OMol25 dataset. Energies are from ωB97M-V/def2-TZVPD.

Each line ends with the Löwdin charge.
Positions of all 40 atoms, in Å:
Br (0.08086, -0.13144, 0.60484)  0.92
C (4.94043, 1.09478, -0.34489)  0.04
C (3.63240, 0.96011, 0.36687)  -0.45
O (3.49297, 1.17130, 1.49955)  0.20
N (2.40402, 0.75234, -0.49591)  -0.01
H (2.61901, 0.26921, -1.35642)  0.16
H (1.89277, 0.09224, 0.07242)  -0.08
C (1.62041, 2.11101, -0.70999)  0.02
H (5.75222, 0.70865, 0.27156)  0.11
H (5.06705, 2.17209, -0.45206)  0.12
H (4.92027, 0.63081, -1.33101)  0.09
H (0.72964, 1.74466, -1.22030)  0.05
H (2.20828, 2.77741, -1.34119)  0.11
H (1.43975, 2.52675, 0.28128)  0.09
C (0.44013, -4.07590, -1.29368)  0.03
C (-0.49067, -2.92886, -0.92128)  -0.36
O (-1.23304, -2.37151, -1.74495)  0.12
N (-0.62068, -2.53420, 0.54691)  -0.09
H (0.23549, -2.70845, 1.05357)  0.13
H (-0.67140, -1.53267, 0.66726)  -0.25
C (-1.73335, -3.24891, 1.31330)  0.04
H (1.47996, -3.75450, -1.23423)  0.10
H (0.30152, -4.36058, -2.33667)  0.11
H (0.21926, -4.93349, -0.65818)  0.10
H (-1.83892, -2.71369, 2.25697)  0.10
H (-1.41150, -4.26775, 1.52891)  0.11
H (-2.71086, -3.13209, 0.84543)  0.11
C (-3.97941, 1.94481, -0.81240)  0.04
C (-2.50116, 2.10994, -0.52919)  -0.38
O (-1.71226, 2.56409, -1.32159)  0.16
N (-1.94095, 1.39551, 0.67556)  -0.08
H (-2.45675, 0.61527, 1.05671)  0.15
H (-1.07047, 1.03020, 0.31648)  -0.19
C (-1.58059, 2.42909, 1.73044)  0.03
H (-4.38596, 0.93797, -0.71701)  0.10
H (-4.07369, 2.14379, -1.87993)  0.11
H (-4.56266, 2.66051, -0.23302)  0.11
H (-1.01685, 3.20491, 1.21239)  0.11
H (-0.94516, 1.93839, 2.46771)  0.09
H (-2.54011, 2.70822, 2.16577)  0.11

Values from the calculation:
HOMO	-16.712	eV
gap between HOMO and LUMO	10.88	eV
total charge	+2

=====

#Q
Here is a 4-piece molecular cluster, C9H24BrN3O3 overall from the OMol25 dataset. Energies are from ωB97M-V/def2-TZVPD.

Each line ends with the Löwdin charge.
Positions of all 40 atoms, in Å:
Br (-1.42347, 1.30304, -0.53186)  -0.27
C (-2.97169, -2.23082, -0.65638)  0.01
C (-3.36109, -2.10047, 0.77361)  -0.42
O (-2.98664, -2.79262, 1.65287)  0.19
N (-4.36899, -1.02970, 1.11858)  0.10
H (-4.63784, -0.50293, 0.28286)  0.18
H (-5.23012, -1.45214, 1.48408)  0.19
C (-3.83013, -0.11583, 2.19705)  0.02
H (-3.83708, -2.62655, -1.19843)  0.11
H (-2.12323, -2.90158, -0.72439)  0.10
H (-2.68109, -1.28557, -1.12507)  0.02
H (-4.66682, 0.47079, 2.57212)  0.11
H (-3.20789, 0.59780, 1.66926)  0.02
H (-3.34851, -0.68210, 2.98017)  0.10
C (4.57228, 0.86224, 3.61442)  0.04
C (4.03016, 0.34908, 2.32416)  -0.41
O (4.61910, 0.18046, 1.31842)  0.21
N (2.55793, -0.00997, 2.31904)  0.09
H (2.42286, -0.85922, 1.76192)  0.19
H (2.20181, -0.21036, 3.25570)  0.18
C (1.71074, 1.10374, 1.71287)  0.02
H (4.07884, 0.44760, 4.49746)  0.10
H (4.47449, 1.95025, 3.65013)  0.12
H (5.62004, 0.59174, 3.71918)  0.11
H (1.55373, 1.83734, 2.49834)  0.11
H (0.73093, 0.70638, 1.44613)  0.03
H (2.20665, 1.49241, 0.83238)  0.09
C (2.09990, 1.12947, -2.44413)  0.02
C (1.44142, 0.73105, -3.71426)  -0.40
O (1.90472, 0.10332, -4.59823)  0.20
N (-0.07017, 0.91555, -3.72957)  0.06
H (-0.37472, 1.33875, -2.83528)  0.00
H (-0.32830, 1.52766, -4.50723)  0.19
C (-0.76121, -0.40441, -3.79510)  -0.01
H (1.74118, 0.49009, -1.63346)  0.08
H (1.81231, 2.14342, -2.15195)  0.10
H (3.17506, 1.04812, -2.56182)  0.11
H (-0.43947, -1.00537, -2.95279)  0.09
H (-0.47309, -0.87369, -4.73229)  0.11
H (-1.83258, -0.23695, -3.78851)  0.10

Values from the calculation:
HOMO	-14.086	eV
gap between HOMO and LUMO	8.45	eV
total charge	+2

=====

Which structure is the least stable? The one labeled #P.